1.
Density functional theory data (ωB97M-V/def2-TZVPD) for a structure of composition C17H16N6O2S4Ti.

Results
E_HOMO ... -13.76 eV
Energy relative to the best compared isomer or geometry (same formula, charge and spin) ... 0.0 kcal per mole
Orbital gap ... 5.52 eV
Net charge ... +2
Energy ... -97366.42595 eV

Positions of all 46 atoms, in Å:
Ti (0.3071, -1.2131, 0.1651)
C (-3.6578, -3.4165, 3.0219)
S (-3.4706, -3.1727, 1.2460)
C (-1.7933, -2.8960, 1.1129)
S (-1.2863, -2.6168, -0.6084)
N (-0.9880, -2.8929, 2.1361)
N (0.2704, -2.5674, 1.7082)
C (1.3653, -2.8076, 2.3251)
C (2.5619, -2.5251, 1.5227)
C (3.8328, -2.8450, 1.9331)
C (4.8807, -2.6983, 1.0175)
C (4.6073, -2.2429, -0.2539)
C (3.2984, -1.8982, -0.5866)
N (2.2947, -2.0399, 0.2744)
H (-4.7206, -3.5954, 3.1711)
H (-3.3468, -2.5260, 3.5610)
H (-3.0881, -4.2831, 3.3459)
H (1.4175, -3.2503, 3.3157)
H (4.0105, -3.2180, 2.9320)
H (5.8897, -2.9564, 1.3089)
H (5.3836, -2.1365, -0.9972)
H (3.0637, -1.5025, -1.5640)
N (-4.7650, 3.9754, -2.3647)
C (-3.7462, 3.3726, -1.7411)
C (-2.9387, 4.0843, -0.8233)
C (-1.8996, 3.4674, -0.1857)
C (-1.6267, 2.1148, -0.4460)
C (-2.4153, 1.3931, -1.3551)
C (-3.4550, 2.0070, -1.9925)
S (-0.3306, 1.3839, 0.3693)
O (-0.8165, 0.0865, 1.0520)
O (0.3504, 2.2806, 1.2306)
N (0.6624, 0.5604, -0.6767)
C (1.6960, 1.3239, -1.2527)
S (1.4029, 2.7577, -2.1492)
C (3.0942, 2.8953, -2.4038)
C (3.7367, 1.8534, -1.8207)
N (2.9357, 0.9519, -1.1638)
H (-4.9835, 4.9416, -2.1925)
H (-5.3473, 3.4805, -3.0173)
H (-3.1497, 5.1262, -0.6240)
H (-1.2869, 4.0180, 0.5151)
H (-2.2084, 0.3487, -1.5603)
H (-4.0625, 1.4531, -2.6953)
H (3.5168, 3.7193, -2.9534)
H (4.8049, 1.7049, -1.8365)

natural (NBO) population analysis, charges in e, atoms 1 to 6: 1.573, -0.744, 0.467, -0.059, 0.022, -0.323

***

2.
Density functional theory data (ωB97M-V/def2-TZVPD) for a cluster of 5 separate species, C2H14NO4S in total at a distorted geometry.

Results
E_HOMO ... -3.40 eV
Energy relative to the best compared isomer or geometry (same formula, charge and spin) ... 28.1 kcal per mole
Orbital gap ... 6.60 eV
Net charge ... -1
Energy ... -22817.38375 eV

Positions of all 22 atoms, in Å:
C (-0.3785, 0.0938, 1.7990)
C (-1.1001, -1.2924, 1.7396)
S (-1.3724, -1.6272, -0.1362)
N (-1.0722, 1.0376, 1.0076)
H (0.7009, -0.0154, 1.7148)
H (-0.4345, 0.4963, 2.8132)
H (-1.9814, -1.4960, 2.3721)
H (-0.3298, -1.9985, 2.1225)
H (-2.0466, 0.9082, 1.2522)
H (-1.0008, 0.9858, 0.0026)
H (2.0974, -2.3628, -1.6112)
H (0.8340, -2.0506, -0.7250)
O (1.8421, -1.8752, -0.8199)
H (2.2232, 0.9603, -2.6948)
H (1.8923, 1.4633, -1.2790)
O (2.4158, 1.6559, -2.0749)
H (-0.8088, 0.4903, -3.2241)
H (-1.3403, 0.2797, -1.7930)
O (-1.5957, 0.6550, -2.6500)
H (2.1091, 2.3629, 1.1467)
H (0.8884, 2.7578, 1.9149)
O (1.7795, 2.4620, 2.0301)

natural (NBO) population analysis, charges in e, atoms 1 to 6: -0.242, -0.515, -0.746, -0.869, 0.205, 0.162

***

3.
Density functional theory data (ωB97M-V/def2-TZVPD) for a structure of composition C50H41N2P2SeSiTi at a distorted geometry.

Results
E_HOMO ... -10.66 eV
Energy relative to the best compared isomer or geometry (same formula, charge and spin) ... 19.5 kcal per mole
Orbital gap ... 7.30 eV
Net charge ... +1
Energy ... -170409.10243 eV

Positions of all 98 atoms, in Å:
Ti (-0.1001, -0.2871, 0.1002)
C (3.7950, -0.9704, -0.5038)
Si (2.4635, 0.1909, 0.1073)
C (2.7706, 1.8442, -0.7628)
C (4.0285, 2.2059, -1.2625)
C (4.2845, 3.4995, -1.6892)
C (3.2911, 4.4713, -1.6143)
C (2.0353, 4.1339, -1.1435)
C (1.7726, 2.8200, -0.7504)
P (0.1062, 2.3521, -0.2098)
C (-1.0267, 2.6086, -1.6068)
C (-0.6454, 3.1626, -2.8240)
C (-1.5936, 3.3671, -3.8185)
C (-2.9186, 3.0155, -3.6070)
C (-3.3011, 2.4431, -2.4008)
C (-2.3580, 2.2377, -1.4077)
C (-0.2838, 3.7169, 0.9396)
C (-1.3037, 4.6370, 0.7256)
C (-1.4433, 5.7278, 1.5757)
C (-0.5669, 5.9068, 2.6340)
C (0.4532, 4.9886, 2.8508)
C (0.5917, 3.8971, 2.0114)
C (2.8597, 0.5464, 1.9396)
C (4.1775, 0.8900, 2.2678)
C (4.5826, 1.0553, 3.5803)
C (3.6808, 0.8453, 4.6180)
C (2.3717, 0.5125, 4.3269)
C (1.9487, 0.4049, 2.9971)
P (0.2183, -0.0061, 2.6310)
C (-0.9093, 1.2578, 3.2931)
C (-0.6546, 1.9878, 4.4508)
C (-1.5828, 2.9037, 4.9181)
C (-2.7739, 3.1060, 4.2341)
C (-3.0403, 2.3811, 3.0827)
C (-2.1109, 1.4619, 2.6179)
C (-0.1556, -1.4536, 3.6716)
C (-1.3865, -1.5680, 4.3150)
C (-1.6878, -2.7121, 5.0415)
C (-0.7656, -3.7437, 5.1262)
C (0.4648, -3.6305, 4.4916)
C (0.7704, -2.4922, 3.7644)
H (4.7847, -0.5771, -0.2616)
H (3.7443, -1.1098, -1.5867)
H (3.7123, -1.9519, -0.0374)
H (4.8237, 1.4711, -1.3056)
H (5.2649, 3.7601, -2.0670)
H (3.4961, 5.4869, -1.9264)
H (1.2593, 4.8887, -1.0850)
H (0.3867, 3.4323, -3.0061)
H (-1.2917, 3.7976, -4.7643)
H (-3.6525, 3.1769, -4.3854)
H (-4.3299, 2.1487, -2.2377)
H (-2.6633, 1.7834, -0.4695)
H (-1.9824, 4.5278, -0.1091)
H (-2.2351, 6.4439, 1.3982)
H (-0.6742, 6.7623, 3.2880)
H (1.1430, 5.1244, 3.6739)
H (1.4047, 3.1958, 2.1751)
H (4.9081, 1.0269, 1.4783)
H (5.6087, 1.3202, 3.8005)
H (4.0026, 0.9291, 5.6476)
H (1.6851, 0.2999, 5.1366)
H (0.2745, 1.8641, 4.9874)
H (-1.3699, 3.4694, 5.8157)
H (-3.4927, 3.8279, 4.5989)
H (-3.9674, 2.5304, 2.5443)
H (-2.3453, 0.8889, 1.7260)
H (-2.1106, -0.7655, 4.2572)
H (-2.6424, -2.7924, 5.5445)
H (-1.0036, -4.6374, 5.6875)
H (1.1867, -4.4332, 4.5592)
H (1.7330, -2.4097, 3.2747)
N (0.1546, -0.3890, -2.1248)
C (-0.8598, -0.3741, -3.1688)
C (-0.4501, 0.0441, -4.4267)
C (-1.3203, 0.0277, -5.4997)
C (-2.6170, -0.4199, -5.3025)
C (-3.0198, -0.8275, -4.0441)
C (-2.1640, -0.8168, -2.9369)
C (-2.6466, -1.2509, -1.5902)
C (-3.9616, -1.6815, -1.4093)
C (-4.4398, -2.0745, -0.1653)
C (-3.6137, -2.0621, 0.9462)
C (-2.3032, -1.6445, 0.7814)
C (-1.8186, -1.2140, -0.4581)
H (0.9693, 0.1103, -2.4757)
H (0.4621, -1.3603, -2.0048)
H (0.5731, 0.3771, -4.5652)
H (-0.9853, 0.3503, -6.4762)
H (-3.3176, -0.4524, -6.1259)
H (-4.0404, -1.1597, -3.9312)
H (-4.6476, -1.7274, -2.2419)
H (-5.4626, -2.4164, -0.0767)
H (-3.9601, -2.4152, 1.9083)
H (-1.6494, -1.7124, 1.6503)
Se (1.0513, -2.5802, 0.2351)
C (-0.2840, -3.8211, 0.5607)
N (-1.0722, -4.6250, 0.8060)

Löwdin population analysis, charges in e, atoms 1 to 6: 0.396, -0.238, 0.522, -0.289, -0.079, -0.055

***

Q: What is the net charge in the first record?
A: +2

***

Q: Among the records above, which one has the lowest E_HOMO?
A: C17H16N6O2S4Ti

***

Q: The lowest orbital gap belongs to which entry?
A: C17H16N6O2S4Ti